# 1
DFT (the ωB97M-V functional and the def2-TZVPD basis) results for a molecular structure, C46H55CrN3OS.

Atoms and positions in Å:
Cr 0.89 -0.30 -0.04
S 0.69 0.74 -3.11
O 1.14 -0.28 -2.05
N -0.41 1.15 -0.01
N 1.08 -0.55 2.02
N -0.69 -1.73 -0.30
C -1.98 1.12 3.94
C 2.16 0.99 -4.14
C 1.30 -3.91 -1.01
C -3.29 -2.33 2.92
C 0.62 3.36 0.44
C 4.41 1.00 1.98
C -1.64 -1.35 -1.07
C 0.90 -3.51 -2.43
C -0.24 2.31 0.82
C -2.14 2.38 -1.18
C -0.16 -0.23 -4.39
C 0.21 -1.20 2.79
C -3.03 0.08 -2.42
C -1.95 -3.36 1.03
C 0.79 4.08 -1.97
C -1.18 -5.64 1.26
C 1.79 0.59 -5.57
C 5.35 1.31 1.01
C 2.86 3.88 -0.58
C 5.02 1.16 -0.33
C 0.88 -0.63 -5.42
C 3.15 0.54 1.60
C -0.09 -5.35 0.45
C -3.41 1.59 1.95
C -1.46 1.17 -0.86
C -1.98 1.32 2.42
C -0.12 4.62 2.37
C 2.38 -0.05 3.95
C -0.84 -3.08 0.21
C 1.46 3.32 -0.82
C -1.97 -0.01 -1.48
C 0.11 -4.08 -0.08
C 2.18 0.00 2.57
C -4.32 -2.57 0.66
C -1.02 2.42 1.99
C -3.59 1.27 -2.77
C -3.01 -2.33 1.42
C -3.14 2.43 -2.11
C 2.78 0.44 0.26
C -0.94 3.58 2.75
C 0.37 -1.33 4.15
C 2.38 -3.00 -0.42
C 0.66 4.50 1.24
C 1.47 -0.72 4.74
C -2.10 -4.65 1.53
C 3.75 0.74 -0.69
H 1.26 1.40 -6.07
H -4.08 0.80 2.29
H -2.65 -1.33 1.16
H -3.48 1.64 0.86
H 6.33 1.66 1.30
H 2.90 0.30 -3.72
H 3.25 0.42 4.39
H -0.07 5.52 2.97
H -0.64 -1.64 2.29
H -4.73 -3.55 0.91
H 3.17 -2.79 -1.13
H -2.95 -4.88 2.15
H -2.49 0.20 4.20
H -2.39 -2.23 3.51
H 0.41 -0.91 -6.36
H 3.52 0.65 -1.74
H -1.84 3.29 -0.68
H 1.62 -0.78 5.81
H 0.63 -6.12 0.22
H 0.62 5.12 -1.69
H 0.15 -4.19 -2.82
H -3.79 -3.25 3.23
H -4.20 -2.53 -0.42
H -2.50 1.93 4.45
H 1.30 5.32 0.95
H -4.40 1.32 -3.49
H -3.77 2.53 2.36
H 2.84 4.96 -0.44
H 2.69 0.38 -6.15
H -0.96 1.08 4.34
H -0.36 -1.88 4.74
H -1.31 -6.63 1.66
H -5.06 -1.82 0.94
H -0.66 -1.04 -3.88
H -2.34 -2.11 -1.43
H 1.57 2.28 -1.11
H 0.53 -2.49 -2.47
H 1.46 -1.48 -5.06
H 5.76 1.38 -1.09
H 2.81 -3.43 0.49
H 3.50 3.68 -1.44
H -1.64 0.39 1.95
H -3.40 -0.84 -2.86
H 1.78 -3.57 -3.09
H 1.45 4.09 -2.85
H -3.96 -1.50 3.17
H -0.91 0.44 -4.81
H -1.54 3.68 3.64
H 4.69 1.08 3.03
H 2.51 2.01 -4.02
H -3.61 3.38 -2.32
H 3.33 3.43 0.30
H -0.16 3.65 -2.26
H 1.97 -2.04 -0.10
H 1.75 -4.90 -1.08

Calculated values
Multiplicity   4
Charge   +1
HOMO level (alpha / beta)   -0.3665 / -0.3792 Eh
Gap between HOMO and LUMO (alpha / beta)   0.2675 / 0.2794 Eh



# 2
DFT (the ωB97M-V functional and the def2-TZVPD basis) results for a molecular structure, C46H55CsF2N2O2P.

Atoms and positions in Å:
Cs -1.74 -1.45 0.18
P 0.37 1.44 -2.46
F 1.38 -6.09 3.18
F 2.83 -5.78 -1.29
O -4.23 -0.10 0.35
O -3.37 0.42 -1.76
N -1.62 -3.56 2.58
N -3.95 -2.62 -1.63
C 1.91 2.22 5.71
C 0.14 -4.21 0.47
C -1.47 2.15 -4.55
C 1.24 -5.67 1.91
C 1.03 -4.52 -0.53
C 3.73 -1.07 2.71
C 2.31 2.01 -0.29
C 3.32 -0.16 1.54
C 0.68 1.67 3.66
C -0.71 2.86 0.37
C 0.95 0.08 -3.69
C 2.20 -6.02 0.99
C 2.16 0.77 1.90
C -2.52 -3.28 3.55
C -2.12 2.37 0.77
C 1.91 2.09 -1.67
C -0.57 4.38 0.46
C 1.67 0.77 3.20
C -6.01 -1.37 -1.91
C 4.05 3.14 -2.26
C -6.66 -2.48 -2.50
C -4.04 -0.20 -0.89
C -2.08 -5.34 4.76
C 1.51 1.59 0.91
C 0.15 -4.84 1.70
C -5.89 -3.63 -2.68
C 1.73 0.60 -4.91
C -1.45 3.64 -2.65
C -2.76 -4.13 4.66
C 3.02 -1.05 0.34
C -1.13 -5.63 3.77
C -0.85 -4.67 2.77
C -0.49 3.05 5.45
C 1.98 -5.48 -0.28
C 0.51 1.91 5.15
C 1.89 -0.85 -2.84
C 2.79 2.65 -2.61
C -0.24 -0.82 -3.97
C -4.56 -3.65 -2.22
C 0.43 3.79 -4.30
C 3.55 2.60 0.07
C 0.30 2.19 1.29
C 4.39 3.11 -0.91
C -0.48 2.82 -3.56
C -4.66 -1.49 -1.43
C -0.05 2.28 2.66
H 1.86 -0.26 -5.58
H -0.43 2.54 -0.66
H -1.52 2.79 5.05
H -3.10 -2.32 3.42
H 2.00 -1.83 -3.31
H -0.49 4.72 1.52
H -0.93 2.89 2.83
H -0.57 3.26 6.52
H -0.75 -6.60 3.67
H 4.35 -1.88 2.29
H -0.24 4.58 -4.74
H -1.07 -0.67 -3.24
H 3.81 2.76 1.14
H -1.00 1.50 -5.30
H 2.74 -0.47 -0.53
H -2.30 -6.06 5.54
H 4.28 -0.54 3.53
H 1.17 4.28 -3.69
H 4.72 3.54 -3.00
H -0.95 4.28 -1.96
H 1.94 2.48 6.77
H 2.16 -1.72 0.61
H -2.11 1.30 0.99
H 1.43 -1.02 -1.85
H -6.50 -0.39 -1.80
H -0.15 3.98 4.95
H 2.88 -0.45 -2.71
H 2.88 -1.61 3.17
H 2.62 1.37 5.55
H -6.23 -4.57 -3.14
H -2.22 1.53 -4.04
H -2.04 2.93 -5.08
H 3.93 -1.66 0.15
H 5.33 3.56 -0.61
H 2.76 0.84 -4.57
H 0.96 3.34 -5.15
H 1.22 1.40 -5.49
H 0.15 0.97 5.56
H 4.15 0.51 1.27
H 1.02 -4.06 -1.50
H -2.50 2.92 1.65
H -0.66 -0.68 -4.98
H -1.47 4.81 0.03
H 2.14 0.09 3.87
H -2.10 3.01 -2.02
H 0.06 -1.89 -3.90
H 3.08 -6.65 1.26
H 0.26 4.79 -0.13
H -3.48 -3.79 5.41
H -7.68 -2.40 -2.85
H 2.49 2.76 -3.66
H -2.86 2.49 -0.04
H -3.92 -4.51 -2.37
H 2.42 3.07 5.18
H -2.02 4.30 -3.34

Calculated values
Multiplicity   1
Charge   -1
HOMO level   -0.1248 Eh
Gap between HOMO and LUMO   0.2026 Eh
Relative energy (zero: lowest compared OMol25 entry of this formula, charge and spin)   0.7118 eV



| no. | strongest force on any atom (eV Å⁻¹) | molecular weight (g mol⁻¹) | DFT total energy (Eh) |
| --- | --- | --- | --- |
| 1 | 0.173 | 750.03 | -3467.91830 |
| 2 | 3.058 | 869.83 | -2607.04007 |